(1)
46
Properties=species:S:1:pos:R:3:lowdin_charge:R:1 method="wB97M-V/def2-TZVPD" e_tot_ha=-1946.52637 homo_energy_ev=-9.57 gap_ev=8.03 smiles="N#COc1cccc2nc(I)cnc12.O=C1C=C(O)C(=O)C=C1O.O=C1C=C(O)C(=O)C=C1O"
C -0.51 -1.42 2.72 -0.040
H 0.17 3.01 -1.19 0.099
C -6.69 -5.54 1.43 0.074
C 5.78 4.50 -3.34 -0.312
O 7.65 3.93 0.22 0.107
C -5.42 -5.29 2.06 -0.313
C -4.43 -4.39 1.37 -0.225
C 0.16 2.30 -0.37 -0.160
O 5.15 4.62 -4.38 0.106
C 0.19 -0.25 2.83 -0.003
O 3.75 3.71 -2.40 0.081
H -7.40 -6.17 1.93 0.136
C 0.89 2.59 0.82 -0.763
H -3.41 -4.76 2.87 0.120
H 0.72 0.00 3.73 0.119
C -5.94 -4.10 -0.47 -0.303
C -0.49 0.35 0.56 -0.143
O -1.90 -1.17 -0.68 0.070
H -0.54 -2.12 3.54 0.112
H 5.08 3.38 -0.10 0.106
H -3.96 -3.19 -0.33 0.119
H -1.77 -2.66 1.46 0.102
C 5.02 3.96 -2.15 -0.241
H 7.71 5.22 -4.04 0.136
H 9.19 4.66 -0.81 0.120
C -6.94 -4.98 0.23 -0.234
C 7.77 4.63 -2.00 -0.237
O -5.08 -5.75 3.14 0.104
C 7.02 4.08 -0.81 -0.311
N -4.06 -0.02 -0.88 0.181
N 0.93 1.81 1.85 0.092
C 5.61 3.77 -0.96 0.060
O -6.26 -3.67 -1.56 0.119
I 1.97 4.38 0.90 0.914
O -3.30 -4.22 2.06 0.087
C -1.19 -0.86 0.51 -0.169
H 3.61 3.94 -3.34 0.120
H -7.98 -4.63 -1.26 0.122
C -4.67 -3.83 0.18 0.083
C -1.22 -1.74 1.54 0.026
N -0.51 1.20 -0.50 0.169
C -3.03 -0.54 -0.78 -0.345
O -8.07 -5.14 -0.44 0.122
C 0.21 0.65 1.75 -0.197
O 9.04 4.90 -1.75 0.118
C 7.18 4.83 -3.19 0.073

---

(2)
14
Properties=species:S:1:pos:R:3:lowdin_charge:R:1 method="wB97M-V/def2-TZVPD" e_tot_ha=-361.81860 homo_energy_ev=-9.67 e_above_lowest_kcal_mol=39.1 gap_ev=10.34 smiles="O=CN1CC(O)C1"
O -1.98 -0.14 -0.97 -0.015
H -0.30 1.51 1.38 0.120
O 2.51 1.33 -0.43 0.036
H -0.12 1.66 -0.40 0.127
H 2.69 -0.70 -0.29 0.139
N 0.89 -0.03 0.44 -0.076
C -0.20 0.96 0.44 -0.074
C -1.20 -0.20 0.19 -0.336
C 2.10 0.23 -0.13 -0.332
H -1.80 -0.44 1.07 0.145
C 0.01 -1.13 0.01 -0.078
H 0.05 -2.03 0.62 0.117
H 0.14 -1.38 -1.05 0.128
H -2.73 0.44 -0.81 0.100

---

(3)
8
Properties=species:S:1:pos:R:3:lowdin_charge:R:1 method="wB97M-V/def2-TZVPD" e_tot_ha=-1066.57839 homo_energy_ev=-10.57 e_above_lowest_kcal_mol=17.7 gap_ev=10.15 smiles="O=P(=O)Cl.C=O"
Cl -1.62 -0.57 3.86 0.440
C 0.27 0.88 0.55 -0.138
O -3.55 -2.38 2.51 -0.336
H -0.46 0.85 -0.31 0.095
H 1.42 1.11 0.57 0.116
P -2.15 -2.29 3.03 0.234
O -1.11 -3.28 2.98 -0.305
O -0.18 0.32 1.51 -0.106

---

(4)
107
Properties=species:S:1:pos:R:3:lowdin_charge:R:1 method="wB97M-V/def2-TZVPD" e_tot_ha=-5868.68415 charge=-1 homo_energy_ev="-4.46 / -4.46" e_above_lowest_kcal_mol=0.0 gap_ev="6.09 / 6.09" spin_multiplicity=3 s2=2.005
C 3.63 -3.21 -3.47 -0.190
O -1.61 -2.18 2.85 -0.304
H 2.66 -5.06 3.82 0.094
C 1.08 1.70 -5.73 -0.207
H -2.36 5.07 4.53 0.096
C 3.49 1.18 -2.15 -0.442
O -5.54 -0.70 -2.81 -0.042
H 2.70 2.40 -4.35 0.092
Ni -0.50 0.79 0.54 0.638
C 3.09 0.99 2.78 -0.023
H 6.63 2.25 -2.36 0.092
H 5.09 4.32 -1.84 0.044
H 3.14 4.44 2.87 0.064
C -1.42 4.65 4.14 -0.057
H -0.68 -6.10 -0.84 0.070
H -0.71 4.60 4.96 0.091
C -5.71 0.01 -1.74 -0.334
H -0.46 0.39 -6.57 0.054
O -2.19 0.15 -0.68 -0.015
H -3.40 -3.47 -1.36 0.080
C -0.60 -3.36 -1.52 -0.018
O 0.53 -3.35 1.95 -0.202
C -2.18 1.26 2.98 -0.068
H 0.68 6.38 -0.01 0.069
H -1.06 5.36 3.40 0.050
C -7.08 1.29 -0.23 -0.144
H 0.31 -3.05 -1.01 0.078
S 3.76 -1.84 -1.29 1.036
H -1.45 -5.90 0.70 0.085
H -0.33 -3.96 -2.39 0.094
H -0.08 -2.45 4.28 0.066
C 2.15 0.28 2.04 -0.064
O 1.41 0.32 -1.37 -0.236
H 2.99 -3.71 2.76 0.078
S 3.12 2.80 -1.65 1.015
C 4.21 -3.21 -2.25 -0.431
H -4.32 -1.09 -2.57 0.061
C 5.55 2.19 -2.26 -0.223
C 2.83 -1.19 -2.60 -0.459
N -1.60 3.38 3.44 -0.123
C 2.31 -4.54 2.90 -0.028
H -2.50 0.20 3.02 0.122
C -4.71 1.26 0.16 -0.050
H -6.11 2.15 1.56 0.080
H -8.04 1.74 0.04 0.090
C 2.27 0.21 -2.41 -0.696
C 0.88 -2.98 4.28 -0.044
N -0.18 4.69 -1.00 -0.114
H 0.06 -5.89 2.68 0.056
H 0.48 6.56 -1.71 0.083
H 0.09 -5.65 4.39 0.082
C -0.97 2.98 2.27 -0.357
H -7.88 0.37 -1.99 0.106
C -2.42 2.29 3.84 -0.036
C 0.20 0.67 -5.76 -0.405
H 2.30 -5.18 2.02 0.083
H 4.85 -3.93 -1.81 0.038
H 3.76 3.43 4.23 0.094
C -4.58 0.37 -0.89 -0.062
C -1.45 -4.11 -0.53 -0.588
H 1.16 2.44 -6.51 0.086
H 5.25 0.04 -2.75 0.109
H -1.10 -4.73 3.41 0.090
C -5.99 1.62 0.61 -0.120
H 0.21 -5.15 0.41 0.074
N -0.34 2.45 -0.64 0.022
H -1.08 -2.42 -1.82 0.076
H 3.72 -4.00 -4.21 0.092
C 0.09 3.64 -0.09 -0.429
O -3.25 -1.08 -2.19 0.073
C 0.02 6.12 -0.84 -0.053
H -0.91 6.67 -0.67 0.084
H 4.01 0.60 3.27 0.125
H -1.21 1.91 -2.52 0.114
C 0.91 -4.02 3.20 -0.626
C 4.81 3.27 -1.86 -0.409
O -1.66 -3.24 0.63 -0.170
H -1.01 4.63 -3.07 0.136
H 2.07 -0.78 1.88 0.100
C -6.98 0.56 -1.37 -0.041
N -1.36 1.71 1.97 -0.013
N 2.81 2.38 2.63 -0.115
C -0.78 2.71 -1.92 -0.086
C 1.59 0.68 -3.70 -0.447
P 0.57 3.88 1.65 1.159
C 4.83 1.00 -2.42 -0.150
H -3.79 1.67 0.57 0.089
H 2.35 -1.78 -4.63 0.082
C -0.71 4.06 -2.15 -0.039
H 4.64 3.45 2.74 0.087
C 3.62 3.49 3.13 -0.046
H 1.64 -2.24 4.10 0.067
C -0.78 -5.41 -0.02 -0.027
P -0.76 -2.40 1.65 0.318
C -0.09 -5.15 3.44 -0.025
S 0.18 -0.22 -4.24 1.040
H -3.44 -4.65 -0.11 0.076
C -2.88 -4.38 -0.99 -0.021
H -2.91 -5.16 -1.75 0.085
C -3.23 -0.20 -1.26 -0.490
N 1.27 1.18 1.49 0.023
O -0.15 -1.16 0.98 -0.326
C 1.90 1.69 -4.56 -0.146
C 1.65 2.42 1.87 -0.429
H 1.04 -3.42 5.27 0.087
C 2.87 -2.00 -3.70 -0.126
H -2.97 2.30 4.79 0.121